A cluster of 4 separate species, C2H11O3S in total at a distorted geometry. Source: the OMol25 dataset; level of theory: the ωB97M-V functional and the def2-TZVPD basis.

Geometry as XYZ:
```
17
Properties=species:S:1:pos:R:3:forces:R:3:lowdin_charge:R:1
C -1.528490 -0.059245 1.093150 0.261 -0.326 -1.025 -0.2136
C -0.214599 0.599142 0.591507 -0.828 -0.964 -0.785 -0.6169
S 0.308467 -0.124001 -1.058552 -0.742 0.843 0.156 0.4452
H -1.579123 -1.035302 0.594410 -0.015 -0.061 0.393 0.0284
H -2.431716 0.460720 0.720803 0.376 0.038 0.559 0.0557
H -1.493129 -0.212343 2.175534 -0.425 0.237 -0.031 0.0486
H 0.563574 0.303041 1.288816 0.198 0.667 0.090 0.0292
H -0.401908 1.670413 0.477795 0.631 -0.081 0.262 0.0467
H 3.012642 -0.182918 0.648713 0.290 0.043 0.254 -0.0092
H 2.413582 0.428559 -0.531408 0.048 0.585 -0.010 -0.0872
O 3.109241 0.630933 0.135329 -0.087 -0.474 -0.116 -0.1495
H 1.121645 -2.625265 0.830603 -0.414 -0.228 0.147 -0.0056
H 1.373200 -1.431198 -0.144139 0.253 -0.872 0.590 -0.1375
O 1.837059 -2.090397 0.502893 0.385 0.614 -0.437 -0.1958
H -2.779485 1.036829 -2.475621 -0.101 0.081 -0.105 0.0068
H -1.311805 1.068269 -2.173508 0.288 0.118 -0.209 -0.1036
O -1.999155 1.562761 -2.676319 -0.118 -0.220 0.266 -0.1416
```
Forces are in eV/Å.

Properties
Charge: -1
Energy above the lowest of the compared OMol25 structures with the same formula, charge and spin, kJ/mol: 35.7
E_LUMO, eV: 3.8
E_tot, Eh: -706.7603